# 1
C3H6N2S2 | ωB97M-V/def2-TZVPD

The geometry in XYZ format:
```
13
Properties=species:S:1:pos:R:3:lowdin_charge:R:1
C -1.75 -0.21 -1.10 -0.106
C 1.11 -0.23 0.40 -0.900
C 1.78 -0.09 1.72 -0.690
H -1.44 -1.25 -0.91 0.063
H -2.15 -0.06 -2.12 0.086
H -2.55 0.13 -0.38 0.091
H 0.01 0.47 -1.79 0.060
H -0.21 1.16 0.93 0.092
H 2.61 -0.84 1.95 0.068
N -0.59 0.70 -1.04 -0.105
N 0.07 0.57 0.17 -0.082
S 1.67 -1.35 -0.69 0.669
S 1.44 0.98 2.85 0.755
```

Charge: 0
Gap between HOMO and LUMO (eV): 7.33
Energy (hartree): -1023.73376
SMILES string: CNNC(=S)C=S
LUMO energy (eV): -1.5

# 2
CH2ClFOS | ωB97M-V/def2-TZVPD

The geometry in XYZ format:
```
7
Properties=species:S:1:pos:R:3:lowdin_charge:R:1
C 0.50 1.32 -0.49 -0.354
O 1.52 0.65 0.28 -0.485
F -0.44 0.41 -0.79 0.005
S 3.47 0.35 0.91 0.463
Cl 4.39 -0.16 -0.75 0.121
H 0.18 2.04 0.29 0.114
H 0.78 1.91 -1.44 0.136
```

Charge: 0
Multiplicity: 3
Gap between HOMO and LUMO (alpha / beta) (eV): 8.56 / 6.72
Energy (hartree): -1072.62531
LUMO energy (alpha / beta) (eV): -0.3 / -3.0

# 3
C3H4BrO2S | ωB97M-V/def2-TZVPD

The geometry in XYZ format:
```
11
Properties=species:S:1:pos:R:3:lowdin_charge:R:1
C -1.73 0.85 -0.21 -0.356
C -1.11 -0.36 0.49 -0.404
C -0.52 0.97 0.77 -0.613
O 3.51 -0.80 0.88 -0.504
O 2.80 -1.31 -1.34 -0.510
S 2.41 -1.09 0.01 0.556
Br 1.27 1.29 -0.21 0.487
H -1.42 1.11 -1.33 0.085
H -2.74 1.40 0.04 0.081
H -1.75 -0.92 1.23 0.078
H -0.73 -1.14 -0.33 0.101
```

Charge: -1
Gap between HOMO and LUMO (eV): 6.49
Energy (hartree): -3239.30854
LUMO energy (eV): 3.5

# 4
C10H8N2O4 | ωB97M-V/def2-TZVPD

The geometry in XYZ format:
```
24
Properties=species:S:1:pos:R:3:lowdin_charge:R:1
O -3.75 -1.28 -0.61 0.058
C -2.70 -0.56 -0.75 -0.629
O -1.56 -0.79 -1.42 0.097
H -1.74 -1.81 -1.78 0.243
C -2.73 0.64 -0.27 -0.109
C -1.92 0.69 1.19 -0.109
N -0.59 0.31 0.96 0.010
C 0.35 1.36 0.08 -0.143
O 0.08 2.52 -0.12 0.145
C 1.65 0.51 -0.07 -0.135
C 2.76 1.11 -0.60 0.040
C 3.66 -0.02 -0.82 -0.002
N 3.59 -1.54 -0.42 0.100
C 2.42 -1.60 0.26 -0.170
C 1.38 -0.77 0.24 -0.085
C -0.05 -0.88 1.04 -0.375
O -0.54 -1.94 1.44 0.081
H 2.25 -2.77 0.62 0.178
H 4.85 0.18 -1.21 0.152
H 2.99 1.96 -0.84 0.022
H -2.27 0.02 1.75 0.035
H -1.99 1.86 1.76 0.214
H -2.33 1.63 -0.78 0.155
H -3.82 1.19 0.34 0.226
```

Charge: 0
Gap between HOMO and LUMO (eV): 8.70
Energy (hartree): -796.07860
LUMO energy (eV): -1.2

# 5
CH4NS | ωB97M-V/def2-TZVPD

The geometry in XYZ format:
```
7
Properties=species:S:1:pos:R:3:lowdin_charge:R:1
S 1.03 -1.89 -1.37 -0.357
H 1.58 -3.13 -1.48 -0.484
C -0.88 0.71 0.50 -0.135
N -0.24 1.63 1.17 -0.040
H -0.29 0.03 -0.16 -0.044
H -1.94 0.91 0.43 0.036
H 0.75 1.75 0.91 0.024
```

Charge: -1
Gap between HOMO and LUMO (eV): 7.19
Energy (hartree): -493.43368
LUMO energy (eV): 4.5

# 6
C5H15NO2 | ωB97M-V/def2-TZVPD

The geometry in XYZ format:
```
23
Properties=species:S:1:pos:R:3:lowdin_charge:R:1
C -0.04 1.27 1.17 -0.116
C -0.44 1.40 -0.27 -0.235
C 0.67 1.08 -1.23 -0.431
C 0.35 0.96 -2.59 0.279
C 0.45 -2.03 -0.75 -0.039
N 1.90 0.96 -0.82 0.249
H 0.83 1.92 1.34 0.083
H 0.29 0.25 1.38 0.054
H -0.85 1.49 1.86 0.085
H -1.25 0.70 -0.49 0.088
H -0.87 2.37 -0.52 0.136
H 1.09 0.79 -3.35 0.094
H -0.69 0.86 -2.89 0.104
H 1.49 -1.72 -0.65 0.022
H -0.14 -1.51 0.01 -0.018
H 0.27 -3.10 -0.60 0.031
H 0.14 -1.72 -1.74 0.009
H 2.55 1.00 -1.61 0.076
H 0.02 -2.68 2.29 0.018
O -0.23 -1.79 2.56 -0.107
H -1.03 -1.57 2.02 -0.024
H -2.91 -0.92 1.16 -0.046
O -2.03 -0.56 0.97 -0.314
```

Charge: 0
Gap between HOMO and LUMO (eV): 3.36
Energy (hartree): -404.49016
LUMO energy (eV): -4.5

# 7
C3H10N5 | ωB97M-V/def2-TZVPD

The geometry in XYZ format:
```
18
Properties=species:S:1:pos:R:3:lowdin_charge:R:1
C -1.42 0.43 -0.10 -0.190
C -1.45 -1.20 0.23 -0.182
C 1.19 -0.30 -0.74 0.035
N 3.19 0.45 0.25 0.156
N 2.30 0.05 -0.50 -0.079
N -0.25 1.11 0.32 -0.038
N -0.18 2.34 -0.02 0.127
N -0.11 -1.68 0.41 -0.036
H -1.48 0.58 -1.18 0.110
H -2.28 0.90 0.34 0.119
H -2.05 -1.09 1.19 0.127
H -1.98 -1.78 -0.59 0.139
H 0.89 -0.78 -1.60 0.088
H 3.49 -0.23 0.90 0.067
H -0.60 2.65 -0.93 0.171
H 0.56 2.88 0.44 0.149
H 0.12 -1.66 1.41 0.114
H 0.05 -2.67 0.17 0.122
```

Charge: +1
Gap between HOMO and LUMO (alpha / beta) (eV): 7.39 / 6.65
Energy (hartree): -393.61105
LUMO energy (alpha / beta) (eV): -5.2 / -5.6

# 8
C2H3I | ωB97M-V/def2-TZVPD

The geometry in XYZ format:
```
6
Properties=species:S:1:pos:R:3:lowdin_charge:R:1
C -0.78 0.50 -0.08 -0.103
C -0.34 -0.68 0.10 0.039
I 2.93 -0.09 -0.09 -0.039
H -1.90 0.67 -0.12 0.102
H 0.03 1.20 0.04 0.024
H 0.06 -1.61 0.14 -0.023
```

Charge: 0
Gap between HOMO and LUMO (alpha / beta) (eV): 8.70 / 5.89
Energy (hartree): -375.54972
LUMO energy (alpha / beta) (eV): -0.7 / -2.7

Question: Look up the energy of the second one.
Answer: -1072.62531 hartree

Please write out number 8 again, unchanged.
C2H3I | ωB97M-V/def2-TZVPD

The geometry in XYZ format:
```
6
Properties=species:S:1:pos:R:3:lowdin_charge:R:1
C -0.78 0.50 -0.08 -0.103
C -0.34 -0.68 0.10 0.039
I 2.93 -0.09 -0.09 -0.039
H -1.90 0.67 -0.12 0.102
H 0.03 1.20 0.04 0.024
H 0.06 -1.61 0.14 -0.023
```

Charge: 0
Gap between HOMO and LUMO (alpha / beta) (eV): 8.70 / 5.89
Energy (hartree): -375.54972
LUMO energy (alpha / beta) (eV): -0.7 / -2.7